Entry 1:
This record from the Open Molecules 2025 dataset describes C36H43N16O2S2Ti as an isolated structure in a non-equilibrium geometry. The level of theory is wB97M-V/def2-TZVPD.

Last column: Mulliken spin population.
Atoms and positions in Å:
Ti  -0.27  -0.31  0.74  0.9609
C  -3.71  2.09  2.21  0.0012
C  -3.17  3.06  2.99  0.0014
C  -1.80  3.08  3.22  -0.0024
C  -0.94  2.16  2.55  -0.0424
C  -1.48  1.21  1.68  -0.0463
C  -2.88  1.19  1.52  0.0018
C  0.51  2.13  2.74  -0.0024
C  1.20  3.03  3.59  -0.0054
C  2.58  2.97  3.75  0.0029
C  3.30  2.13  2.84  -0.0038
C  4.71  2.09  2.78  0.0011
C  5.37  1.25  1.97  -0.0005
C  4.63  0.41  1.09  0.0104
C  3.29  0.43  1.08  -0.0003
C  2.56  1.25  1.99  -0.0071
N  1.18  1.21  2.03  0.0377
H  -4.80  2.08  2.07  -0.0003
H  -3.82  3.70  3.58  0.0000
H  -1.36  3.77  3.93  -0.0004
H  -3.33  0.48  0.85  0.0093
H  0.51  3.59  4.16  -0.0004
H  3.07  3.56  4.55  0.0001
H  5.28  2.73  3.49  0.0000
H  6.41  1.27  1.98  -0.0001
H  5.16  -0.21  0.38  0.0004
H  2.75  -0.26  0.48  0.0045
N  -3.61  -1.78  0.23  -0.0004
C  -2.96  -2.08  1.45  0.0112
N  -3.56  -2.75  2.43  0.0005
N  -2.62  -2.84  3.35  0.0012
N  -1.53  -2.25  2.98  -0.0005
N  -1.68  -1.75  1.72  0.0103
C  -3.02  -1.12  -0.84  0.0133
N  -3.48  -1.17  -2.09  -0.0006
N  -2.63  -0.37  -2.78  0.0009
N  -1.70  -0.01  -2.02  0.0058
N  -1.91  -0.47  -0.78  -0.0169
H  -4.51  -2.20  0.04  0.0002
S  -0.81  4.87  -0.08  0.0000
C  -2.15  4.42  -1.02  -0.0006
N  -2.48  5.06  -2.17  0.0001
C  -3.74  5.03  -2.86  0.0000
C  -4.72  4.06  -2.22  0.0000
C  -3.90  2.83  -1.72  -0.0004
N  -2.87  3.27  -0.86  -0.0013
H  -1.96  5.91  -2.34  0.0000
H  -3.58  4.72  -3.87  0.0000
H  -4.13  5.99  -2.84  0.0000
H  -5.49  3.72  -2.91  0.0000
H  -5.19  4.56  -1.36  0.0000
H  -3.41  2.23  -2.50  0.0000
H  -4.63  2.19  -1.24  0.0001
H  -2.65  2.69  -0.05  0.0025
C  0.93  1.09  -3.32  -0.0006
S  0.49  1.95  -1.81  -0.0013
C  1.93  3.17  -1.79  0.0005
O  0.94  0.96  -0.71  0.0043
H  0.69  1.70  -4.20  -0.0001
H  0.36  0.16  -3.30  0.0008
H  2.02  0.87  -3.36  -0.0001
H  1.78  3.85  -2.60  -0.0002
H  2.92  2.68  -1.76  -0.0002
H  1.79  3.62  -0.86  -0.0005
C  -0.04  -2.50  -5.32  0.0001
C  -0.48  -3.79  -4.66  0.0000
C  -1.94  -3.72  -4.31  -0.0002
C  0.49  -4.20  -3.56  0.0000
N  0.72  -3.22  -2.53  -0.0008
C  -0.09  -2.39  -1.88  0.0188
N  0.62  -1.77  -0.97  0.0123
N  1.91  -2.21  -1.10  0.0057
N  1.96  -3.04  -2.05  0.0013
H  -0.52  -2.25  -6.27  0.0000
H  1.01  -2.55  -5.58  0.0000
H  -0.10  -1.64  -4.69  0.0000
H  -0.37  -4.49  -5.48  0.0000
H  -2.22  -2.91  -3.57  0.0000
H  -2.30  -4.67  -3.92  0.0000
H  -2.61  -3.41  -5.15  0.0000
H  1.42  -4.43  -4.06  0.0000
H  0.09  -5.09  -3.08  0.0000
H  -1.14  -2.33  -2.00  0.0076
C  0.89  -3.98  1.62  -0.0002
C  1.60  -2.73  2.03  0.0074
O  1.07  -1.64  1.83  -0.0211
C  2.79  -2.80  2.92  0.0076
C  3.11  -1.61  3.55  0.0023
C  4.18  -1.60  4.46  -0.0036
C  4.78  -2.85  4.85  0.0044
C  4.49  -3.98  4.10  -0.0021
C  3.51  -3.99  3.12  0.0044
H  -0.03  -3.82  1.09  -0.0008
H  0.70  -4.59  2.50  0.0012
H  1.58  -4.60  1.04  0.0011
H  2.55  -0.76  3.45  0.0062
H  4.49  -0.71  5.02  0.0000
H  5.60  -2.86  5.58  0.0002
H  5.06  -4.88  4.25  -0.0001
H  3.35  -4.89  2.60  0.0003

Computed properties:
E_HOMO (spin up / spin down) in eV: -7.73 / -7.78
Expectation value of S²: 0.754
Frontier orbital gap (spin up / spin down) in eV: 7.528 / 7.465
Lowest unoccupied orbital energy (spin up / spin down) in eV: -0.199 / -0.317
Energy relative to the best compared isomer or geometry (same formula, charge and spin) in kcal per mole: 0.00
2S+1: 2

Entry 2:
This record from the Open Molecules 2025 dataset describes a 19-piece molecular cluster, C76H141F15O38 overall in a non-equilibrium geometry. The level of theory is wB97M-V/def2-TZVPD.

Last column: Löwdin charge in e.
Atoms and positions in Å:
C  2.61  -6.38  2.17  -0.0922
O  3.17  -5.56  1.14  -0.2370
C  4.44  -5.96  0.61  -0.1568
C  5.18  -4.66  0.08  -0.1726
O  5.71  -3.82  1.09  -0.2037
C  4.81  -3.24  2.01  -0.0790
H  1.65  -5.90  2.34  0.0777
H  3.16  -6.32  3.11  0.0843
H  2.49  -7.42  1.89  0.0865
H  4.28  -6.79  -0.08  0.1131
H  5.01  -6.32  1.47  0.1192
H  4.50  -4.01  -0.48  0.1108
H  6.00  -4.93  -0.58  0.1200
H  4.61  -3.94  2.82  0.0875
H  3.91  -3.13  1.41  0.0906
H  5.21  -2.32  2.43  0.0747
C  -1.04  0.40  -5.61  -0.0717
O  0.15  1.19  -5.61  -0.2118
C  0.71  1.37  -6.93  -0.1809
C  1.46  0.10  -7.40  -0.1965
O  0.78  -1.08  -7.68  -0.2074
C  -0.08  -1.09  -8.78  -0.1067
H  -1.38  0.23  -4.58  0.0711
H  -0.90  -0.57  -6.08  0.0785
H  -1.84  1.03  -6.00  0.0908
H  1.47  2.14  -6.90  0.1108
H  -0.06  1.75  -7.61  0.1198
H  2.11  -0.08  -6.54  0.1176
H  2.07  0.24  -8.29  0.1273
H  -0.99  -1.60  -8.48  0.0833
H  0.37  -1.72  -9.54  0.0877
H  -0.32  -0.11  -9.21  0.0916
C  3.73  1.64  -4.22  -0.0909
O  3.78  1.62  -2.79  -0.1799
C  3.76  2.94  -2.19  -0.1800
C  3.58  2.77  -0.71  -0.1912
O  3.70  4.01  -0.03  -0.1889
C  2.63  4.92  -0.16  -0.0685
H  2.82  2.12  -4.58  0.0640
H  3.79  0.61  -4.58  0.0849
H  4.52  2.24  -4.67  0.0896
H  2.92  3.56  -2.50  0.0884
H  4.64  3.49  -2.53  0.1352
H  4.27  2.03  -0.31  0.1081
H  2.63  2.27  -0.53  0.1150
H  1.71  4.48  0.24  0.0735
H  2.47  5.02  -1.23  0.0666
H  2.95  5.89  0.21  0.1049
C  -0.32  1.78  8.11  -0.1197
O  -0.25  2.10  6.77  -0.1687
C  0.21  1.12  5.88  -0.1578
C  0.27  1.70  4.43  -0.1971
O  1.49  2.35  4.36  -0.1597
C  1.82  2.74  3.03  -0.0785
H  -0.42  2.68  8.73  0.0818
H  0.38  1.03  8.47  0.0907
H  -1.22  1.26  8.41  0.0705
H  -0.57  0.36  5.92  0.1088
H  1.18  0.73  6.19  0.1136
H  -0.57  2.36  4.23  0.1107
H  0.22  0.91  3.69  0.1051
H  1.01  3.09  2.39  0.0710
H  2.27  1.91  2.48  0.0731
H  2.58  3.52  2.97  0.0803
C  4.40  -5.51  -3.17  -0.0522
O  3.52  -4.32  -3.10  -0.1777
C  2.33  -4.75  -2.47  -0.2208
C  1.48  -3.70  -1.73  -0.2086
O  1.09  -2.65  -2.56  -0.1915
C  2.10  -1.65  -2.90  -0.0590
H  5.36  -5.39  -3.67  0.0870
H  3.90  -6.29  -3.74  0.0906
H  4.69  -5.81  -2.16  0.0466
H  2.55  -5.50  -1.70  0.1090
H  1.66  -5.14  -3.23  0.1211
H  1.92  -3.29  -0.83  0.1078
H  0.59  -4.17  -1.32  0.1277
H  2.57  -1.16  -2.05  0.0850
H  1.67  -0.79  -3.40  0.0697
H  2.79  -2.08  -3.63  0.0824
C  3.27  -2.46  6.20  -0.0633
O  3.54  -2.13  4.81  -0.2123
C  3.21  -0.85  4.30  -0.1783
C  4.21  0.27  4.80  -0.1658
O  3.91  0.71  6.13  -0.2035
C  4.34  2.03  6.49  -0.0947
H  2.27  -2.08  6.40  0.0740
H  3.95  -1.91  6.84  0.0796
H  3.32  -3.50  6.51  0.0844
H  2.17  -0.60  4.53  0.0961
H  3.22  -0.81  3.21  0.0987
H  4.22  1.00  3.99  0.0933
H  5.22  -0.15  4.81  0.1206
H  3.87  2.86  5.96  0.0825
H  5.42  2.03  6.56  0.0861
H  3.94  2.15  7.50  0.0849
C  -2.74  -2.62  -4.11  -0.0868
O  -2.19  -3.83  -4.55  -0.1857
C  -1.07  -3.89  -5.39  -0.1851
C  -0.82  -5.35  -5.70  -0.2107
O  -1.94  -5.93  -6.35  -0.1729
C  -1.73  -7.30  -6.68  -0.1004
H  -3.26  -2.74  -3.15  0.0699
H  -3.47  -2.25  -4.82  0.0856
H  -1.97  -1.86  -3.98  0.0721
H  -0.27  -3.44  -4.80  0.1211
H  -1.21  -3.34  -6.32  0.1208
H  -0.52  -5.94  -4.84  0.1068
H  -0.03  -5.37  -6.45  0.1249
H  -2.52  -7.73  -7.30  0.0896
H  -1.65  -7.90  -5.78  0.0767
H  -0.82  -7.45  -7.26  0.0820
C  0.39  -3.26  3.97  -0.0952
O  -0.77  -3.69  3.27  -0.2063
C  -1.55  -4.64  4.00  -0.1841
C  -2.75  -5.20  3.16  -0.1315
O  -3.78  -4.18  2.89  -0.1947
C  -3.43  -3.35  1.82  -0.1232
H  0.15  -2.95  4.99  0.0826
H  0.90  -2.43  3.46  0.0795
H  1.20  -3.99  4.05  0.0804
H  -1.94  -4.27  4.95  0.1123
H  -0.87  -5.45  4.28  0.1180
H  -3.18  -6.08  3.63  0.1188
H  -2.39  -5.68  2.24  0.1095
H  -4.27  -2.68  1.65  0.0853
H  -3.07  -3.83  0.91  0.0793
H  -2.58  -2.78  2.20  0.0592
O  -2.07  6.13  -5.26  0.1059
C  -1.24  5.37  -4.80  -0.3964
O  0.08  5.36  -5.34  0.0043
C  0.87  4.36  -4.60  -0.1457
C  0.11  4.04  -3.33  -0.1514
C  -1.35  4.34  -3.71  -0.0620
H  1.84  4.79  -4.36  0.1173
H  1.00  3.51  -5.27  0.0858
H  0.29  4.77  -2.54  0.0997
H  0.24  3.04  -2.90  0.0982
H  -1.94  4.68  -2.86  0.1059
H  -1.83  3.46  -4.14  0.1300
O  -2.27  0.15  3.16  0.0603
C  -2.85  -0.09  4.24  -0.3656
O  -3.38  0.86  5.09  -0.0041
C  -4.01  0.28  6.20  -0.1735
C  -3.39  -1.09  6.30  -0.1462
C  -3.01  -1.48  4.87  -0.0491
H  -5.09  0.23  6.12  0.1293
H  -3.87  0.90  7.09  0.1301
H  -4.18  -1.70  6.75  0.1173
H  -2.52  -1.19  6.95  0.1125
H  -3.68  -2.14  4.31  0.1174
H  -2.06  -2.02  4.86  0.0958
O  4.67  0.06  1.40  0.0677
C  5.88  -0.12  1.28  -0.4808
O  6.69  0.01  2.36  -0.0058
C  8.09  -0.13  2.02  -0.1151
C  8.10  -0.04  0.46  -0.1278
C  6.70  -0.54  0.11  -0.0563
H  8.40  -1.16  2.23  0.1224
H  8.74  0.58  2.53  0.1228
H  8.93  -0.56  -0.03  0.1178
H  8.23  1.00  0.19  0.0905
H  6.66  -1.63  0.09  0.1235
H  6.37  -0.15  -0.86  0.1334
O  -3.67  -9.91  -2.74  0.0931
C  -3.36  -8.74  -2.53  -0.4623
O  -2.34  -8.16  -3.20  0.0299
C  -2.13  -6.80  -2.80  -0.1355
C  -3.15  -6.61  -1.67  -0.1545
C  -4.02  -7.83  -1.53  -0.0680
H  -2.36  -6.10  -3.59  0.1011
H  -1.14  -6.60  -2.39  0.1226
H  -3.80  -5.81  -2.05  0.0984
H  -2.68  -6.27  -0.74  0.1059
H  -5.09  -7.72  -1.73  0.1313
H  -3.83  -8.21  -0.53  0.1264
O  -8.98  -1.52  -3.75  0.1184
C  -8.12  -2.13  -3.16  -0.5602
O  -7.64  -1.72  -2.05  0.0735
C  -6.47  -2.47  -1.71  -0.1481
C  -6.03  -3.12  -2.97  -0.1590
C  -7.35  -3.29  -3.69  -0.0671
H  -6.73  -3.21  -0.95  0.1362
H  -5.63  -1.87  -1.36  0.1139
H  -5.58  -4.10  -2.78  0.1151
H  -5.35  -2.48  -3.54  0.0914
H  -7.81  -4.27  -3.58  0.1324
H  -7.19  -3.20  -4.76  0.1311
O  -2.06  -1.94  -0.74  0.0537
C  -1.26  -0.99  -0.55  -0.4333
O  -1.17  -0.04  -1.51  0.0322
C  -0.18  0.91  -1.07  -0.1346
C  -0.01  0.68  0.45  -0.1294
C  -0.30  -0.81  0.58  -0.0501
H  -0.47  1.93  -1.32  0.0791
H  0.76  0.79  -1.62  0.1117
H  -0.69  1.29  1.05  0.0989
H  0.98  0.91  0.86  0.0949
H  -0.83  -1.11  1.49  0.1083
H  0.57  -1.39  0.29  0.1339
C  -5.45  5.42  -4.94  -0.0453
C  -4.78  4.37  -5.83  -0.2002
O  -4.69  3.04  -5.28  -0.0049
C  -5.70  2.13  -5.48  -0.3661
O  -6.65  2.29  -6.19  0.1908
C  -5.62  0.99  -4.50  -0.5196
F  -5.82  -0.10  -5.26  0.1669
F  -4.39  0.91  -3.88  0.1182
F  -6.50  1.13  -3.52  0.1926
H  -6.47  5.11  -4.71  0.0807
H  -5.52  6.39  -5.43  0.0878
H  -4.93  5.54  -3.99  0.0571
H  -3.75  4.66  -6.03  0.0927
H  -5.08  4.43  -6.88  0.1252
C  5.85  3.72  3.42  -0.0604
C  6.35  3.33  2.07  -0.1847
O  6.92  4.46  1.35  0.0242
C  7.43  4.26  0.08  -0.2866
O  7.31  3.25  -0.65  0.1107
C  8.39  5.38  -0.38  -0.5212
F  8.08  5.57  -1.68  0.1522
F  8.23  6.52  0.28  0.1721
F  9.68  4.97  -0.17  0.1537
H  4.88  4.19  3.57  0.0748
H  6.53  4.40  3.93  0.0866
H  5.83  2.87  4.10  0.0626
H  5.50  2.82  1.62  0.1098
H  7.21  2.68  2.24  0.1196
C  -5.82  0.20  0.45  -0.0435
C  -4.38  0.71  0.16  -0.1911
O  -4.53  1.83  -0.69  -0.0152
C  -4.97  3.08  -0.20  -0.2862
O  -5.24  3.43  0.94  0.1493
C  -5.02  4.14  -1.35  -0.5224
F  -4.91  3.55  -2.55  0.1541
F  -6.15  4.79  -1.24  0.2067
F  -4.01  5.06  -1.18  0.1249
H  -5.74  -0.74  0.98  0.0653
H  -6.48  0.20  -0.42  0.0793
H  -6.31  0.81  1.21  0.0736
H  -3.86  -0.11  -0.35  0.0986
H  -3.72  0.85  1.02  0.1126
C  -2.90  3.98  4.87  -0.0503
C  -3.33  5.23  5.60  -0.1946
O  -2.34  5.72  6.51  0.0298
C  -2.58  5.64  7.85  -0.3482
O  -3.51  5.14  8.44  0.1610
C  -1.38  6.19  8.64  -0.5224
F  -1.74  7.19  9.50  0.1486
F  -0.87  5.17  9.35  0.1493
F  -0.46  6.65  7.81  0.1740
H  -2.90  3.08  5.48  0.0593
H  -1.91  4.15  4.45  0.0661
H  -3.55  3.67  4.05  0.0861
H  -4.38  5.26  5.87  0.1327
H  -3.26  6.01  4.83  0.1181
C  -1.33  4.06  0.08  -0.0802
C  -1.91  4.58  1.32  -0.2011
O  -0.98  5.33  2.16  -0.0006
C  -1.08  6.70  2.23  -0.2829
O  -2.01  7.34  1.72  0.1259
C  0.10  7.42  3.04  -0.5021
F  1.11  6.57  3.27  0.1583
F  0.62  8.44  2.29  0.1353
F  -0.40  7.96  4.16  0.1736
H  -1.91  3.30  -0.44  0.0810
H  -0.45  3.44  0.29  0.0542
H  -1.07  4.78  -0.70  0.0804
H  -2.22  3.68  1.85  0.1194
H  -2.80  5.16  1.10  0.1162

Computed properties:
E_HOMO in eV: -9.52
Frontier orbital gap in eV: 9.674
Lowest unoccupied orbital energy in eV: 0.152

Entry 3:
This record from the Open Molecules 2025 dataset describes C3H4FN3S as an isolated structure in a non-equilibrium geometry. The level of theory is wB97M-V/def2-TZVPD.

Last column: Löwdin charge in e.
Atoms and positions in Å:
C  -0.19  0.55  0.01  -0.2592
C  -1.51  0.71  -0.05  -0.4823
C  0.12  -0.99  0.04  -0.4784
N  -2.37  -0.28  0.06  -0.2631
N  0.66  1.70  -0.07  0.0789
N  1.24  -1.69  0.30  0.0906
F  -2.07  1.98  -0.14  0.0458
S  -1.48  -1.64  0.08  0.9982
H  1.31  1.76  0.68  0.0721
H  1.11  1.86  -0.93  0.0613
H  2.05  -1.33  -0.05  0.0639
H  1.14  -2.63  0.09  0.0723

Computed properties:
E_HOMO in eV: -8.53
Frontier orbital gap in eV: 8.927
Lowest unoccupied orbital energy in eV: 0.395
Energy relative to the best compared isomer or geometry (same formula, charge and spin) in kcal per mole: 25.93